# 1
11
Properties=species:S:1:pos:R:3:lowdin_charge:R:1 method="wB97M-V/def2-TZVPD" largest_force_ev_per_a=4.9 homo_energy_ha=-0.319 gap_ev=8.8321 smiles="NC(=S)CC=O" spin_multiplicity=1
N 0.47 1.52 -0.11 0.10
C 0.93 0.23 0.04 -0.82
S 2.53 -0.23 -0.10 0.61
C -0.06 -0.98 0.25 -0.18
C -1.31 -0.60 -0.30 -0.28
O -2.11 0.29 0.04 0.02
H -0.45 1.71 0.18 0.06
H 1.20 2.21 0.09 0.11
H 0.33 -1.88 -0.21 0.10
H 0.03 -1.06 1.32 0.13
H -1.57 -1.22 -1.21 0.14

# 2
122
Properties=species:S:1:pos:R:3:lowdin_charge:R:1 method="wB97M-V/def2-TZVPD" largest_force_ev_per_a=12.0 homo_energy_ha=-0.315 gap_ev=8.2355 spin_multiplicity=1
C -2.07 -2.19 4.21 -0.19
O -3.00 -2.10 5.23 -0.12
H -1.20 -2.58 4.63 0.07
H -1.88 -1.19 3.88 0.05
H -2.46 -2.91 3.45 0.08
H -3.69 -2.76 4.90 0.11
C -1.29 -4.17 1.00 -0.13
O -0.09 -4.64 0.49 -0.05
H -1.79 -4.96 1.53 0.09
H -1.89 -3.91 0.20 0.06
H -1.39 -3.33 1.75 0.07
H 0.19 -4.22 -0.22 -0.03
C 2.26 -3.60 2.52 -0.19
O 1.88 -4.92 2.21 -0.16
H 2.76 -3.11 1.64 0.07
H 3.01 -3.73 3.31 0.07
H 1.48 -2.92 2.94 0.06
H 1.16 -4.99 1.50 0.06
C 2.06 2.23 0.98 -0.60
O 0.80 2.52 0.55 -0.07
N 2.88 3.09 1.44 0.16
N 2.76 1.10 0.82 0.13
H 2.44 4.00 1.51 0.11
H 3.73 2.85 2.01 0.15
H 2.10 0.47 0.35 0.07
H 3.74 1.07 0.69 0.09
C 0.72 0.96 -4.21 -0.66
O 1.07 1.31 -2.89 -0.08
N 1.55 0.42 -4.93 0.16
N -0.48 1.09 -4.72 0.19
H 2.47 0.25 -4.51 0.13
H 1.49 0.34 -5.95 0.16
H -1.05 1.63 -4.11 0.06
H -0.79 0.93 -5.69 0.15
C 3.53 -0.76 4.14 -0.62
O 2.20 -0.97 4.42 -0.12
N 3.97 -0.06 3.09 0.15
N 4.40 -1.22 4.98 0.15
H 3.36 0.43 2.36 0.06
H 4.95 0.15 3.01 0.09
H 4.06 -1.94 5.63 0.14
H 5.41 -1.02 4.89 0.13
C 0.36 -2.63 -3.09 -0.60
O 0.32 -3.78 -2.34 -0.09
N -0.63 -2.24 -3.82 0.18
N 1.39 -1.79 -3.22 0.15
H -1.43 -2.87 -3.89 0.13
H -0.59 -1.30 -4.29 0.12
H 2.39 -1.99 -2.74 0.15
H 1.34 -0.96 -3.79 0.03
C -1.28 4.01 -3.83 -0.04
C -1.84 3.37 -2.60 -0.66
C -3.24 3.85 -2.39 -0.01
O -1.81 2.13 -2.60 -0.04
H -0.42 3.52 -4.36 0.09
H -0.97 5.09 -3.62 0.12
H -2.09 4.13 -4.52 0.07
H -1.14 3.73 -1.79 0.17
H -3.64 3.31 -1.45 0.09
H -3.80 3.41 -3.20 0.08
H -3.38 4.91 -2.30 0.09
H -1.24 1.95 -1.84 0.12
C 0.38 -0.74 1.51 -0.01
C 0.37 -1.09 0.00 -0.52
C -0.96 -0.59 -0.63 -0.01
O 1.28 -0.54 -0.72 -0.07
H 0.10 0.25 1.68 0.03
H 1.41 -0.87 1.74 0.05
H -0.27 -1.45 2.12 0.09
H 0.35 -2.19 -0.26 0.13
H -1.14 0.48 -0.53 0.06
H -1.78 -1.13 -0.06 0.10
H -1.06 -0.91 -1.71 0.07
H 1.17 -0.86 -1.60 0.02
C -3.80 -1.67 -2.16 -0.02
C -3.43 -0.48 -3.09 -0.66
C -3.82 -0.82 -4.55 -0.03
O -3.95 0.62 -2.76 0.02
H -3.13 -2.59 -2.37 0.10
H -4.85 -1.91 -2.43 0.08
H -3.68 -1.35 -1.13 0.05
H -2.41 -0.37 -3.06 0.05
H -3.47 -1.86 -4.71 0.07
H -3.32 -0.16 -5.20 0.04
H -4.92 -0.85 -4.74 0.10
H -3.17 1.17 -2.72 0.05
C 1.12 4.23 4.39 -0.06
C 0.26 3.10 3.94 -0.66
C 1.00 1.81 4.19 -0.03
O -0.94 3.16 4.37 0.02
H 1.88 4.53 3.60 0.07
H 1.51 3.96 5.43 0.11
H 0.61 5.20 4.52 0.07
H 0.16 3.28 2.92 0.10
H 1.92 1.79 3.64 0.05
H 0.29 1.06 3.78 0.08
H 1.14 1.50 5.19 0.08
H -1.52 3.07 3.60 0.08
C -4.12 0.33 2.60 -0.04
C -3.04 1.24 2.02 -0.62
C -3.42 1.72 0.60 -0.04
O -2.91 2.30 2.64 -0.01
H -5.15 0.80 2.79 0.11
H -3.74 0.02 3.63 0.08
H -4.28 -0.57 1.99 0.08
H -2.09 0.67 2.10 0.14
H -3.35 0.94 -0.11 0.04
H -2.70 2.45 0.26 0.07
H -4.45 2.21 0.49 0.12
H -3.51 3.00 2.27 0.16
C 4.28 -0.04 -2.19 -0.04
C 4.63 -1.49 -1.89 -0.63
C 3.89 -2.00 -0.60 -0.01
O 4.29 -2.12 -2.90 0.01
H 4.28 0.61 -1.32 0.05
H 3.39 0.23 -2.79 0.05
H 5.05 0.37 -2.97 0.11
H 5.69 -1.47 -1.70 0.14
H 2.83 -2.24 -0.77 0.08
H 4.17 -1.38 0.30 0.09
H 4.38 -2.93 -0.41 0.07
H 4.92 -1.94 -3.61 0.14

Energy above the lowest of the compared OMol25 structures with the same formula, charge and spin
In order: 120.4; 1307.7
Unit: kJ/mol